1.
Here is CHBrF2N2O2 as an isolated structure in a non-equilibrium geometry from the Open Molecules 2025 dataset. Energies are from ωB97M-V/def2-TZVPD.

Net charge: 0
Calculated total energy in Ha: -3072.08035
LUMO (spin up / spin down) in eV: -1.146 / -2.140
Spin multiplicity: 1
HOMO level (spin up / spin down) in eV: -9.626 / -10.549

Atoms and positions in Å:
C  -1.2881  0.1742  -0.4290
N  1.9266  1.1380  0.6031
N  -1.4717  -1.2309  -0.0108
O  -2.5403  -1.4252  0.5386
O  -0.5306  -1.9940  -0.2602
F  2.9559  1.9244  0.0205
F  2.4895  -0.0093  0.7517
Br  0.3191  0.5294  -1.1125
H  -1.8604  0.8933  -0.1014

2.
Here is an isolated ion of composition C9H6FO4 and charge -1 in a non-equilibrium geometry from the Open Molecules 2025 dataset. Energies are from ωB97M-V/def2-TZVPD.

Net charge: -1
SMILES: C[C@@H](F)C1=CC(=O)C=C(C(=O)[O-])C1=O
Calculated total energy in Ha: -747.41676
LUMO in eV: 2.459
Spin multiplicity: 1
HOMO level in eV: -4.641

Atoms and positions in Å:
C  -2.7539  -0.7644  0.2244
C  -1.4066  -1.4465  0.2149
F  -1.2989  -2.0879  -0.9876
C  -0.2562  -0.5156  0.4428
C  -0.2175  0.4285  1.3599
C  1.0250  1.2496  1.4810
O  1.4180  1.6361  2.5626
C  1.6860  1.5350  0.1954
C  1.6611  0.6081  -0.7454
C  2.3041  0.8762  -2.1214
O  2.5995  -0.0985  -2.8388
O  2.4488  2.0767  -2.3489
C  0.9940  -0.6858  -0.4024
O  1.4229  -1.7764  -0.6940
H  -2.9672  -0.2447  1.1500
H  -2.8657  -0.1318  -0.6445
H  -3.5003  -1.5469  0.1234
H  -1.3969  -2.2077  0.9941
H  -1.0501  0.6095  2.0227
H  2.1539  2.4866  0.0118

3.
Here is C18H48FO23P5 as an isolated structure in a non-equilibrium geometry from the Open Molecules 2025 dataset. Energies are from ωB97M-V/def2-TZVPD.

Net charge: 0
Calculated total energy in Ha: -4251.14914
LUMO in eV: 0.027
Spin multiplicity: 1
HOMO level in eV: -7.502

Atoms and positions in Å:
C  -2.4470  0.5987  -3.5191
C  -2.8768  0.4652  -2.1157
O  -4.1128  -0.1359  -2.2453
C  -4.4427  -0.3773  -3.4554
O  -5.3090  -1.1573  -3.7915
O  -3.5620  0.3484  -4.2720
F  -2.9488  1.6739  -1.4916
H  -1.6419  -0.1320  -3.5971
H  -2.0412  1.5838  -3.7491
H  -2.2164  -0.2624  -1.6438
C  2.1095  -0.3388  2.0011
O  1.4352  0.2276  3.1799
P  -0.1926  0.1748  3.3131
O  -0.9769  0.6702  2.1376
O  -0.4898  0.9111  4.6931
C  -0.7585  2.3355  4.7799
O  -0.5321  -1.4782  3.6420
C  -0.0409  -2.2895  4.7129
H  2.8494  0.2730  1.4850
H  1.3478  -0.4640  1.2315
H  2.6226  -1.2510  2.3056
H  0.0284  2.9191  5.2578
H  -1.6272  2.5692  5.3954
H  -0.9751  2.7035  3.7770
H  -0.5245  -3.2611  4.8144
H  0.0378  -1.7178  5.6376
H  0.9335  -2.6195  4.3529
C  0.1949  2.5009  -2.8205
O  -0.7197  1.3409  -2.8086
P  -0.2469  -0.0993  -2.4066
O  -1.2762  -1.1901  -2.5057
O  1.1441  -0.2597  -3.2365
C  2.4778  -0.0362  -2.6319
O  0.2080  0.0382  -0.8472
C  0.0514  -0.9727  0.1634
H  0.9600  2.4024  -2.0505
H  -0.2913  3.4473  -2.5837
H  0.5252  2.7916  -3.8178
H  2.9364  0.9055  -2.9336
H  3.1096  -0.8617  -2.9597
H  2.6211  0.0176  -1.5527
H  -0.4567  -0.6881  1.0848
H  0.9993  -1.3406  0.5560
H  -0.5655  -1.8069  -0.1707
C  5.2500  -2.8392  -1.6317
O  5.5739  -1.7084  -0.8106
P  4.5663  -0.4435  -0.6367
O  3.2940  -0.6374  0.1639
O  5.5803  0.8124  -0.1929
C  5.1381  1.6130  0.9026
O  4.1749  -0.0525  -2.1717
C  5.1580  0.3185  -3.1549
H  4.2442  -2.7237  -2.0357
H  5.3224  -3.6874  -0.9510
H  5.9962  -2.9446  -2.4191
H  4.5803  2.4990  0.5992
H  5.9584  2.0854  1.4431
H  4.4675  1.0815  1.5777
H  6.1436  0.3128  -2.6895
H  4.8068  1.2056  -3.6820
H  5.0278  -0.4142  -3.9513
C  -3.6834  -5.0394  2.1839
O  -3.1617  -3.9484  1.4867
P  -3.1687  -3.8150  -0.1607
O  -2.5125  -4.9814  -0.7781
O  -4.7245  -3.5396  -0.5144
C  -5.4256  -2.3839  -0.0635
O  -2.5691  -2.3606  -0.5251
C  -1.8674  -1.6432  0.4847
H  -4.2421  -5.7923  1.6279
H  -4.1667  -4.6962  3.0986
H  -2.8308  -5.5045  2.6785
H  -5.6765  -1.6649  -0.8433
H  -4.8678  -1.9051  0.7414
H  -6.3335  -2.8266  0.3464
H  -2.4917  -1.2028  1.2621
H  -1.1826  -0.8900  0.0953
H  -1.2419  -2.3662  1.0083
C  -1.9233  0.7763  0.0247
O  -1.2139  1.6170  -0.7202
P  -0.7608  3.0921  -0.3057
O  -0.7878  4.1088  -1.3482
O  -1.7244  3.5536  0.9234
C  -1.7679  4.8910  1.3836
O  0.6373  2.5952  0.3630
C  1.8337  3.3190  0.2409
H  -1.2087  0.6828  0.8424
H  -1.9656  -0.1763  -0.5034
H  -2.8809  1.2364  0.2681
H  -1.6573  4.9569  2.4660
H  -2.7299  5.2001  0.9748
H  -0.9830  5.5294  0.9780
H  2.2346  3.7657  1.1508
H  1.8422  4.1600  -0.4524
H  2.5997  2.6168  -0.0881

4.
Here is C18H20NO5RhSSe as an isolated structure from the Open Molecules 2025 dataset. Energies are from ωB97M-V/def2-TZVPD.

Net charge: -2
Calculated total energy in Ha: -4039.01150
LUMO (spin up / spin down) in eV: 4.244 / 4.245
Spin multiplicity: 1
HOMO level (spin up / spin down) in eV: -0.846 / -0.791

Atoms and positions in Å:
Rh  1.0129  -0.0843  0.9659
C  3.2614  6.3864  3.4743
C  2.8936  5.4170  2.3806
C  1.9355  4.4306  2.5979
C  1.6051  3.5031  1.6210
C  2.2551  3.5751  0.3914
C  3.2167  4.5425  0.1536
C  3.5290  5.4637  1.1468
S  1.8653  2.3813  -0.8817
O  0.4535  2.4675  -1.1292
O  2.7746  2.7008  -1.9644
N  2.2184  0.9548  -0.2620
C  3.6328  0.7651  0.0633
C  3.8194  -0.5767  0.7775
O  4.8647  -1.1923  0.6289
O  2.8120  -0.9251  1.5098
H  2.4075  6.5936  4.1209
H  3.6141  7.3329  3.0611
H  4.0590  5.9829  4.1037
H  1.4359  4.3803  3.5603
H  0.8721  2.7277  1.8224
H  3.7100  4.5651  -0.8082
H  4.2808  6.2242  0.9601
H  4.0005  1.5386  0.7556
H  4.2471  0.7940  -0.8353
C  -5.7552  -5.0761  -2.6193
C  -4.5290  -4.4391  -2.0163
C  -4.0895  -3.1839  -2.4169
C  -2.9603  -2.5837  -1.8693
C  -2.5476  -1.2233  -2.3508
C  -2.2090  -3.2458  -0.8712
Se  -0.6486  -2.4175  -0.1482
C  -2.6562  -4.5203  -0.4595
C  -1.9371  -5.3154  0.6004
C  -3.7915  -5.0847  -1.0337
H  -6.2027  -4.4219  -3.3702
H  -6.5181  -5.2820  -1.8623
H  -5.5194  -6.0271  -3.1066
H  -4.6449  -2.6480  -3.1838
H  -3.2392  -0.8549  -3.1138
H  -1.5344  -1.2481  -2.7569
H  -2.5048  -0.5141  -1.5219
H  -1.0654  -4.7715  0.9566
H  -1.6110  -6.2819  0.2034
H  -2.5988  -5.5127  1.4498
H  -4.1086  -6.0703  -0.6945
O  -0.1058  0.7733  1.9704

Among the records above, which one has the lowest net charge?
C18H20NO5RhSSe

Please write out number 1 again, unchanged.
Here is CHBrF2N2O2 as an isolated structure in a non-equilibrium geometry from the Open Molecules 2025 dataset. Energies are from ωB97M-V/def2-TZVPD.

Net charge: 0
Calculated total energy in Ha: -3072.08035
LUMO (spin up / spin down) in eV: -1.146 / -2.140
Spin multiplicity: 1
HOMO level (spin up / spin down) in eV: -9.626 / -10.549

Atoms and positions in Å:
C  -1.2881  0.1742  -0.4290
N  1.9266  1.1380  0.6031
N  -1.4717  -1.2309  -0.0108
O  -2.5403  -1.4252  0.5386
O  -0.5306  -1.9940  -0.2602
F  2.9559  1.9244  0.0205
F  2.4895  -0.0093  0.7517
Br  0.3191  0.5294  -1.1125
H  -1.8604  0.8933  -0.1014

The lowest calculated total energy belongs to which entry?
C18H48FO23P5

Which formula does entry 3 have?
C18H48FO23P5